ORCA calculation (wB97M-V/def2-TZVPD) on a 2-piece molecular cluster, C4H8S overall at a distorted geometry.

XYZ file:
```
13
Properties=species:S:1:pos:R:3:forces:R:3:mulliken_charge:R:1
S 0.459337 2.368150 -0.337108 3.486 0.047 -3.296 -0.248
C 0.677246 0.671251 0.365926 3.479 6.621 4.421 -0.849
C -1.608949 -0.482836 0.515560 2.511 -3.459 -0.085 -1.001
C -0.100519 -0.328268 -0.223869 -3.395 -0.045 2.353 0.675
C 0.550101 -1.159844 -0.987695 0.248 -2.504 0.500 -0.737
H -2.449718 0.213560 0.327379 1.110 -0.011 0.432 0.301
H -1.256303 -0.772821 1.589857 -0.940 1.775 -1.386 0.271
H 1.819517 2.451972 -1.621770 -3.051 -0.242 2.539 0.094
H 1.678910 -1.242509 -1.015293 -1.665 0.417 -0.427 0.276
H -1.994785 -1.542027 0.333907 0.259 1.331 -0.736 0.305
H -0.090700 -2.021876 -1.057288 0.448 -0.870 -1.423 0.295
H 1.750510 0.517289 0.719195 -0.983 -0.428 -1.666 0.379
H 0.565352 1.327959 1.391198 -1.505 -2.632 -1.228 0.238
```
Forces are in eV/Å.

Calculated values
Spin multiplicity   1
Highest occupied orbital energy   -8.990 eV
Energy relative to the best compared isomer or geometry (same formula, charge and spin)   4.6704 eV
E_tot   -555.19830 Eh
LUMO level   -0.02 eV
Kohn-Sham gap   9.0 eV
Net charge   0